Entry from OMol25: a single C19H20N4O3S molecule at a distorted geometry (ωB97M-V/def2-TZVPD).

## Properties
* energy above the lowest of the compared OMol25 structures with the same formula, charge and spin: 4.644 eV
* Kohn-Sham gap: 6.90 eV
* SMILES: Cc1c(C(=O)NC(=S)Nc2ccccc2N2CCCC2)cccc1[N+](=O)[O-]
* multiplicity: 1
* highest occupied orbital energy: -7.61 eV

Geometry (Å):
C 3.227478 0.714049 -1.604901
C 2.803308 -0.627449 -2.109146
C 3.658101 -1.453647 -2.849936
C 3.228908 -2.658205 -3.399323
C 1.926145 -3.075355 -3.223312
C 1.061808 -2.285755 -2.486236
C 1.494722 -1.090731 -1.921577
C 0.474042 -0.335924 -1.130384
O -0.634915 -0.089586 -1.571996
N 0.875092 -0.019385 0.131981
C 0.154083 0.642281 1.132655
N -1.075109 1.042595 0.814277
C -1.914241 1.816889 1.657959
C -1.424086 3.043785 2.082219
C -2.164689 3.876348 2.895763
C -3.433630 3.472007 3.273198
C -3.935150 2.258352 2.856815
C -3.194771 1.374494 2.050965
N -3.743672 0.168414 1.713300
C -3.200065 -0.804013 0.783879
H -2.250969 -1.216400 1.151957
C -4.260889 -1.902075 0.727175
H -3.839073 -2.866704 0.453400
H -5.033820 -1.639258 0.004175
C -4.835227 -1.876332 2.137789
H -5.817719 -2.337745 2.207891
H -4.158672 -2.383117 2.826887
C -4.872794 -0.381542 2.443088
H -4.778815 -0.182946 3.514168
H -5.813765 0.058379 2.084957
H -3.040882 -0.367429 -0.204565
H -4.933715 1.985934 3.155728
H -4.043567 4.108907 3.896491
H -1.762642 4.822694 3.219572
H -0.434776 3.335260 1.762857
H -1.374771 0.842297 -0.138352
S 0.902370 0.809964 2.590524
H 1.798210 -0.301399 0.438510
H 0.035034 -2.584262 -2.338059
H 1.586919 -4.003231 -3.654639
H 3.935527 -3.246347 -3.965224
N 5.040518 -1.105522 -3.087745
O 5.595830 -0.374319 -2.297567
O 5.568948 -1.589257 -4.065548
H 2.366487 1.343719 -1.397529
H 3.858053 1.220266 -2.333009
H 3.825210 0.615485 -0.698594

Forces on atoms 1 to 3 (eV/Å):
C 0.10 0.31 0.08
C 0.14 -0.14 -0.10
C -1.21 -0.53 0.16

natural (NBO) population analysis, charges in e, atoms 1 to 2:
1. C -0.649
2. C 0.033